(1)
8
Properties=species:S:1:pos:R:3:mulliken_charge:R:1 method="wB97M-V/def2-TZVPD" charge=-1 de_lowest_kcal_mol=6.8 orbital_gap_ev=8.681 homo_energy_ev=-3.9
N -0.2155 1.0830 0.0640 -0.431
O -2.4934 0.0533 -0.0650 -0.602
P 1.4066 1.0594 0.1139 -0.093
P -1.0812 -0.2750 0.0537 0.210
H 1.6698 -0.1722 0.8216 -0.070
H 1.9101 0.3337 -1.0517 -0.046
H -0.5331 -0.9038 1.2518 0.017
H -0.6632 -1.1784 -1.1884 0.014

(2)
15
Properties=species:S:1:pos:R:3:mulliken_charge:R:1 method="wB97M-V/def2-TZVPD" de_lowest_kcal_mol=81.6 orbital_gap_ev=7.460 homo_energy_ev=-7.1
C 0.4035 1.7440 -0.4630 -1.227
C 0.3403 0.5741 1.6678 -1.381
C 0.9234 -0.6416 1.5929 -0.204
N 0.5076 -1.3877 0.4107 -0.013
C -0.3287 -0.6937 -0.2989 -0.031
N -1.0557 -1.3047 -1.3145 -0.572
C -0.4138 0.6746 0.3283 0.771
H 0.7307 1.4098 -1.4529 0.314
H -0.1767 2.6618 -0.5787 0.301
H 1.2841 1.9863 0.1358 0.375
H 1.6571 -1.1363 2.2190 0.412
H 0.8074 -2.3163 0.1297 0.262
H -1.7825 -1.9119 -0.9462 0.258
H -1.4611 -0.6550 -1.9738 0.266
H -1.4692 0.9708 0.3844 0.469

(3)
13
Properties=species:S:1:pos:R:3:mulliken_charge:R:1 method="wB97M-V/def2-TZVPD" smiles="ON=C1CCC1" de_lowest_kcal_mol=97.8 orbital_gap_ev=10.286 homo_energy_ev=-9.2
O -2.4311 -0.4911 0.6871 -0.384
N -1.2156 -0.2378 1.3160 -0.591
C -0.2589 -0.2907 0.4905 0.372
C -0.1784 -0.3269 -1.0006 -0.486
C 1.1642 0.6416 -0.7187 -0.649
C 1.1379 0.1595 0.7438 -0.328
H -3.0525 -0.3698 1.4140 0.373
H 0.1421 -1.2333 -1.4872 0.278
H -1.1262 0.0178 -1.4838 0.321
H 2.0936 0.4314 -1.2516 0.292
H 0.4700 1.3285 -1.1548 0.289
H 1.7947 -0.7214 0.8299 0.216
H 1.2937 0.7974 1.6172 0.296

(4)
21
Properties=species:S:1:pos:R:3:mulliken_charge:R:1 method="wB97M-V/def2-TZVPD" charge=+1 de_lowest_kcal_mol=0.6 orbital_gap_ev=11.345 homo_energy_ev=-14.4
C 1.5608 -0.3781 1.0214 -0.521
C 0.3418 -0.9194 1.7488 -0.603
C -0.9484 -0.8023 0.9562 0.429
N -2.0839 -0.9655 1.6445 -0.353
O -0.8935 -0.6557 -0.2529 -0.632
N 1.2987 0.8907 0.2986 -0.252
H 1.9570 -1.0664 0.2792 0.321
H 2.3481 -0.1692 1.7414 0.368
H 0.4772 -2.0072 1.8269 0.310
H 0.2866 -0.6137 2.7913 0.438
H -2.0726 -0.8527 2.6364 0.213
H -3.0002 -0.9292 1.2028 0.272
H 0.7692 1.5782 0.8349 0.323
H 0.7088 0.7341 -0.5257 0.302
H 2.1735 1.2904 -0.0441 0.378
H -0.9271 -0.4307 -3.7281 0.337
H -1.5023 -0.5675 -2.3110 0.355
O -1.3976 0.0547 -3.0415 -0.678
H -0.3082 1.4182 -2.4826 0.369
H 0.6813 2.6355 -2.4853 0.301
O 0.5310 1.7559 -2.1114 -0.676

(5)
15
Properties=species:S:1:pos:R:3:lowdin_spin:R:1 method="wB97M-V/def2-TZVPD" charge=+2 de_lowest_kcal_mol=0.0 multiplicity=2 orbital_gap_ev="5.434 / 6.484" homo_energy_ev="-14.1 / -15.2"
C 0.7403 0.0627 0.8379 0.634
C -0.4639 -0.5397 1.3728 0.092
H -1.0733 0.1288 1.9975 0.017
H -0.3146 -1.5547 1.7643 0.003
O 3.0435 0.2994 0.3409 0.027
C 1.8387 -0.2125 0.1238 0.116
Pb 4.8149 -0.3060 1.0664 0.006
H 1.7437 -0.8451 -0.7764 0.023
C -1.1469 -0.5504 -0.1608 0.057
C -1.4018 0.8092 -0.7181 0.007
O -1.4836 1.0525 -1.9124 0.004
Li -1.7259 2.4860 -3.0573 0.000
H -2.1663 -0.9773 -0.2597 0.010
H -0.7167 -1.4446 -0.6317 0.002
H -1.6881 1.5917 0.0129 0.002

(6)
77
Properties=species:S:1:pos:R:3:lowdin_spin:R:1 method="wB97M-V/def2-TZVPD" charge=+1 de_lowest_kcal_mol=6.1 multiplicity=2 orbital_gap_ev="7.962 / 7.613" homo_energy_ev="-11.0 / -11.2"
Ru -0.0704 0.3271 -0.3241 0.821
C 3.1608 3.0733 0.8212 0.001
C 2.6504 2.3068 2.0434 0.001
C 2.7519 3.1821 3.2998 0.001
C 1.2255 1.8279 1.8842 0.009
C 0.8803 0.4822 2.1183 -0.001
C -0.4403 0.0589 2.1275 -0.001
C -1.4885 0.9538 1.8585 0.014
C -2.9192 0.5067 1.9946 0.001
C -1.1437 2.2802 1.6163 0.029
C 0.1874 2.7126 1.6236 -0.002
H 4.2260 3.2777 0.9305 0.000
H 2.6460 4.0315 0.7188 0.000
H 3.0179 2.5046 -0.0958 0.000
H 3.2810 1.4268 2.1928 0.000
H 2.1439 4.0826 3.1940 0.000
H 3.7858 3.4886 3.4596 0.000
H 2.4128 2.6463 4.1876 0.000
H 1.6539 -0.2197 2.4018 0.000
H -0.6702 -0.9593 2.4083 0.000
H -3.1409 -0.3251 1.3228 0.000
H -3.6143 1.3200 1.7919 0.000
H -3.0991 0.1539 3.0112 0.000
H -1.9324 3.0146 1.5108 0.001
H 0.3990 3.7655 1.4837 0.000
C -0.9101 -3.7741 -0.2588 -0.001
C -0.7851 -2.4823 -1.0553 0.004
C -2.1430 -2.1679 -1.7079 0.002
C 0.3245 -2.6579 -2.0935 0.003
O -0.4280 -1.4673 -0.1014 0.082
H -1.2199 -4.5841 -0.9202 0.000
H -1.6463 -3.6597 0.5383 0.000
H 0.0487 -4.0356 0.1910 0.000
H -2.2298 -2.6241 -2.6941 0.000
H -2.2657 -1.0943 -1.8199 0.000
H -2.9626 -2.5307 -1.0841 0.000
H -0.0097 -3.2854 -2.9200 0.000
H 1.1976 -3.1255 -1.6347 0.000
H 0.6413 -1.6976 -2.4798 0.000
Br 5.6396 -0.9334 -3.2954 0.009
C 4.0806 -0.4336 -2.3657 0.031
C 3.8304 -0.9756 -1.1149 -0.007
C 2.6872 -0.5951 -0.4244 0.025
C 1.8106 0.3395 -0.9674 -0.034
C 2.0886 0.8822 -2.2243 0.022
C 3.2149 0.4881 -2.9344 -0.007
H 4.5243 -1.6839 -0.6827 -0.001
H 2.4956 -1.0379 0.5436 0.001
H 1.4501 1.6470 -2.6449 0.001
H 3.4162 0.8874 -3.9195 -0.001
C -2.8850 2.3630 -1.2267 0.000
C -2.1968 1.5672 -2.2699 0.001
N -1.0148 0.9615 -2.1631 -0.004
C -0.7614 0.3826 -3.3988 0.000
C -1.7907 0.6313 -4.2323 0.000
N -2.6960 1.3742 -3.5081 0.000
C -3.9684 1.8829 -4.0204 0.000
N -5.0585 1.5049 -3.1800 0.000
N -5.7409 2.4544 -2.4792 0.000
N -6.6782 1.8974 -1.8228 0.000
C -6.6464 0.5345 -2.0763 0.000
C -7.4649 -0.4978 -1.6082 0.000
C -7.1745 -1.7699 -2.0404 0.000
C -6.0931 -2.0254 -2.9125 0.000
C -5.2831 -1.0176 -3.3836 0.000
C -5.5991 0.2739 -2.9495 0.000
H -2.1683 2.5899 -0.4527 0.000
H -3.7227 1.8157 -0.7904 0.000
H -3.2754 3.2959 -1.6325 0.000
H 0.1413 -0.1563 -3.6029 0.000
H -1.9662 0.3466 -5.2556 0.000
H -4.0919 1.4753 -5.0220 0.000
H -3.9656 2.9697 -4.0697 0.000
H -8.2919 -0.2921 -0.9425 0.000
H -7.7858 -2.5995 -1.7119 0.000
H -5.8967 -3.0449 -3.2175 0.000
H -4.4504 -1.2200 -4.0451 0.000

(7)
87
Properties=species:S:1:pos:R:3:lowdin_spin:R:1 method="wB97M-V/def2-TZVPD" charge=-1 de_lowest_kcal_mol=11.4 multiplicity=5 orbital_gap_ev="6.644 / 5.059" homo_energy_ev="-4.9 / -5.4"
Ir -0.6967 0.7418 2.3720 2.370
C -2.0668 3.7604 -1.5984 0.001
C -2.3328 4.0225 -0.1634 0.003
N -3.2854 4.7504 0.3156 0.002
N -3.1372 4.6229 1.6754 0.006
C -2.1391 3.8102 2.0605 0.013
S -1.7076 3.3611 3.6016 0.077
N -1.5936 3.4596 0.8512 0.006
N -0.5810 2.5231 0.7036 0.069
H -2.7582 4.3495 -2.1955 0.000
H -2.2158 2.7009 -1.8229 0.000
H -1.0407 4.0194 -1.8655 0.000
H -3.8028 5.0296 2.3058 0.001
H 0.3135 2.9570 0.5097 0.000
H -0.8270 1.8131 0.0130 0.000
Cl -0.4654 -0.7243 5.1862 0.037
C 0.8686 0.3371 4.8849 0.042
C 0.8251 1.1482 3.7409 0.063
C 1.8707 2.0738 3.6616 0.035
Cl 1.8661 3.3440 2.4597 0.032
C 2.9559 2.0852 4.5427 -0.004
Cl 4.2724 3.1847 4.3325 -0.001
C 2.9865 1.1974 5.6109 0.022
Cl 4.3235 1.1785 6.6998 0.007
C 1.9106 0.3368 5.8037 -0.003
Cl 1.9066 -0.7315 7.1597 0.000
F 4.7538 2.4791 -4.9877 0.025
C 4.2781 2.1429 -3.7849 0.080
C 3.1703 2.7989 -3.2726 -0.012
F 2.5807 3.7606 -3.9927 -0.010
C 2.6833 2.4388 -2.0342 0.068
F 1.5960 3.0815 -1.5920 0.018
C 3.2724 1.4273 -1.2582 0.049
S 2.6150 0.9264 0.2395 0.638
C 4.3988 0.7973 -1.8135 0.069
F 5.0141 -0.1779 -1.1523 0.018
C 4.8943 1.1410 -3.0543 -0.013
F 5.9559 0.5122 -3.5694 -0.010
C -4.6908 -2.3828 -3.5567 0.000
C -4.4449 -1.8543 -2.1680 0.000
C -4.0037 -2.6980 -1.1549 0.000
C -3.7184 -2.2109 0.1119 0.000
C -3.8783 -0.8618 0.3769 0.001
C -4.3165 -0.0021 -0.6208 0.001
C -4.5992 -0.4992 -1.8827 0.000
S -3.5655 -0.2292 2.0083 0.009
O -3.0807 1.1552 1.7716 0.045
O -4.8116 -0.3187 2.7243 0.006
O -2.4638 -1.0261 2.5643 0.040
H -3.7678 -2.3747 -4.1437 0.000
H -5.4248 -1.7760 -4.0888 0.000
H -5.0521 -3.4117 -3.5312 0.000
H -3.8509 -3.7508 -1.3646 0.000
H -3.3295 -2.8654 0.8805 0.000
H -4.4285 1.0531 -0.3995 0.000
H -4.9404 0.1753 -2.6614 0.000
C 0.9047 -3.3620 2.5295 0.001
C 1.8227 -2.4538 1.7205 0.002
C 2.8891 -1.8310 2.6045 0.000
C 2.4645 -3.1942 0.5548 0.002
O 1.0359 -1.3209 1.2345 0.062
P -0.0210 -1.3643 0.0237 0.017
O -0.6992 -2.6671 -0.1185 0.004
O -0.8152 -0.0876 0.2575 0.075
O 0.9536 -1.0904 -1.2443 0.032
C 0.5533 -1.4055 -2.6077 0.001
C -0.8616 -0.9068 -2.8875 0.001
C 0.6684 -2.9080 -2.8370 0.001
C 1.5540 -0.6665 -3.4818 0.001
H 1.4713 -4.2127 2.9166 0.000
H 0.0886 -3.7229 1.9037 0.000
H 0.4817 -2.8098 3.3711 0.000
H 3.4352 -2.6179 3.1307 0.000
H 2.4258 -1.1784 3.3436 0.000
H 3.5969 -1.2457 2.0125 0.000
H 3.1429 -3.9560 0.9467 0.000
H 3.0381 -2.5018 -0.0655 0.001
H 1.7065 -3.6821 -0.0602 0.000
H -1.5937 -1.4075 -2.2503 0.000
H -1.1172 -1.1062 -3.9318 0.000
H -0.9288 0.1700 -2.7108 0.000
H -0.0299 -3.4397 -2.1927 0.000
H 1.6848 -3.2398 -2.6122 0.000
H 0.4510 -3.1407 -3.8834 0.000
H 1.4933 0.4086 -3.2987 0.000
H 1.3400 -0.8511 -4.5375 0.000
H 2.5694 -1.0093 -3.2684 0.000

(8)
156
Properties=species:S:1:pos:R:3:mulliken_charge:R:1 method="wB97M-V/def2-TZVPD" smiles="C=Cc1c(C[C@H](C)Br)cc2c(c1CCCCCCCCCCCCCC)Sc1c(cc(CC)cc1P(O)Cl)N2.COCCOCCOC.COCCOCCOC.COCCOCCOC" orbital_gap_ev=7.480 homo_energy_ev=-7.8
C 2.8228 -2.7188 -1.0565 -0.907
C 1.4987 -2.5205 -0.6249 -1.184
C 0.4877 -2.1106 -1.7495 0.339
C -0.3610 -3.0924 -2.4234 0.841
C -0.2904 -4.6185 -2.0329 -1.029
C -1.7341 -5.1168 -1.6004 1.492
C -2.0819 -4.7973 -0.0968 -1.007
Br -1.6783 -7.1069 -1.7861 -0.197
C -1.3012 -2.6227 -3.4414 -0.326
C -1.4394 -1.2036 -3.8149 -0.625
C -0.5759 -0.2713 -3.1121 0.803
C 0.3951 -0.6793 -2.0809 0.068
C 1.2507 0.3889 -1.3497 -1.382
C 0.5472 0.9523 -0.0155 -0.592
C -0.9870 0.5539 0.0563 0.548
C -1.7802 1.2942 1.1921 -0.570
C -3.2685 0.7969 1.3676 -0.821
C -3.9474 0.2757 0.0422 0.716
C -5.4676 0.7646 -0.1119 -0.750
C -6.5134 -0.3890 0.1259 -0.818
C -7.0334 -1.0495 -1.2120 -0.976
C -5.9195 -1.8931 -1.9626 0.847
C -6.5715 -3.2063 -2.5728 -1.014
C -5.5035 -4.2896 -3.0063 0.617
C -5.4265 -4.5510 -4.5576 -0.185
C -4.7317 -5.9398 -4.9088 -1.034
S -0.6621 1.5047 -3.4741 -0.257
C -1.6155 1.5395 -5.0192 0.684
C -2.3463 0.3610 -5.4571 -0.254
C -3.1168 0.5036 -6.7096 -0.519
C -3.1780 1.7294 -7.4898 0.385
C -4.0708 1.7824 -8.7791 -0.603
C -5.5791 1.6111 -8.2727 -0.985
C -2.4236 2.9043 -7.0390 -0.860
C -1.6437 2.7813 -5.7979 0.045
P -0.6665 4.2600 -5.2078 0.473
O 0.8989 4.0133 -5.8261 -0.526
Cl -1.4699 6.0083 -6.0891 -0.307
N -2.4476 -0.9133 -4.8048 0.053
H 3.3900 -1.8337 -1.4543 0.223
H 3.2663 -3.7430 -1.0571 0.258
H 1.1748 -2.6309 0.4398 0.268
H 0.3589 -4.7277 -1.1319 0.473
H 0.0955 -5.1632 -2.9271 0.397
H -2.5451 -4.7375 -2.2685 -1.046
H -2.3633 -5.7684 0.3988 0.435
H -1.2273 -4.3839 0.4948 0.206
H -2.9857 -4.1334 0.0172 0.142
H -1.9373 -3.3878 -3.9414 0.747
H 2.2240 -0.0681 -1.0171 0.108
H 1.5257 1.2536 -2.0030 0.553
H 0.5689 2.0798 0.0092 0.277
H 1.1084 0.5710 0.8759 0.191
H -1.4229 0.9028 -0.9183 -0.181
H -1.0466 -0.5660 0.1712 0.146
H -1.2460 1.1010 2.1640 0.077
H -1.7054 2.4009 1.0071 0.340
H -3.3405 0.0757 2.2304 0.330
H -3.8674 1.6954 1.7033 0.326
H -4.0228 -0.8453 0.1231 -0.306
H -3.4364 0.5999 -0.8957 -0.204
H -5.6786 1.6774 0.5134 0.462
H -5.6013 1.1003 -1.1826 0.316
H -6.1579 -1.1604 0.8645 0.364
H -7.4253 0.0775 0.6067 0.342
H -7.8928 -1.7328 -0.9645 0.444
H -7.4522 -0.2870 -1.9283 0.340
H -5.0207 -2.1178 -1.3346 -0.297
H -5.5792 -1.2940 -2.8545 -0.087
H -7.2288 -2.9677 -3.4559 0.240
H -7.2612 -3.6817 -1.8173 0.403
H -4.4652 -4.0718 -2.6460 -0.826
H -5.8188 -5.2647 -2.5342 0.381
H -4.7916 -3.7538 -5.0422 0.042
H -6.4291 -4.5632 -5.0608 0.359
H -4.1657 -5.8691 -5.8827 0.339
H -5.4685 -6.7717 -5.0352 0.360
H -3.9754 -6.2364 -4.1363 0.121
H -3.6883 -0.3768 -7.0815 0.414
H -4.0143 2.7981 -9.2503 0.328
H -3.8663 0.9430 -9.4845 0.298
H -5.7917 2.2302 -7.3631 0.314
H -5.7636 0.5403 -7.9766 0.275
H -6.3131 1.8398 -9.0979 0.328
H -2.4637 3.8603 -7.6047 0.237
H 0.9728 3.1132 -6.1956 0.367
H -3.3638 -1.0830 -4.3864 0.179
C 4.2503 -4.9165 -3.9785 -0.651
O 4.4995 -5.9982 -3.1000 -0.254
C 3.3126 -6.6389 -2.6537 -0.269
C 3.5029 -8.1468 -2.5623 -0.491
O 3.5651 -8.8119 -3.8207 -0.482
C 4.7250 -8.5910 -4.6194 -0.277
C 5.9981 -9.2163 -4.0708 -0.540
O 6.4681 -8.5074 -2.9312 -0.259
C 7.0097 -9.3545 -1.9400 -0.818
H 3.8414 -4.0617 -3.4267 0.071
H 5.1979 -4.6273 -4.4341 0.228
H 3.5607 -5.2080 -4.7783 0.403
H 2.4677 -6.4218 -3.3188 0.288
H 3.0822 -6.2450 -1.6548 0.331
H 2.6178 -8.5559 -2.0658 0.448
H 4.3536 -8.4080 -1.9340 0.129
H 4.8581 -7.5311 -4.8327 0.063
H 4.5097 -9.0726 -5.5777 0.419
H 6.7836 -9.1629 -4.8347 0.391
H 5.8123 -10.2691 -3.8336 0.353
H 6.3233 -10.1740 -1.6989 0.370
H 7.1559 -8.7650 -1.0333 0.232
H 7.9765 -9.7558 -2.2594 0.323
C 2.1660 3.8964 7.5200 -0.601
O 2.7943 2.8926 6.7456 -0.304
C 2.0423 1.6902 6.6732 -0.594
C 2.1365 1.0655 5.2873 -0.332
O 1.4069 1.7559 4.2755 -0.391
C 1.9146 3.0327 3.8813 -0.290
C 3.2297 2.9761 3.1141 -0.438
O 4.3072 2.6418 3.9795 -0.262
C 5.2582 1.7929 3.3727 -0.811
H 2.2221 3.6442 8.5855 0.415
H 2.6923 4.8348 7.3463 -0.055
H 1.1209 4.0303 7.2208 0.363
H 0.9876 1.8636 6.9193 0.343
H 2.4638 0.9936 7.4092 0.379
H 1.6756 0.0746 5.3457 0.417
H 3.1711 0.9035 4.9881 0.114
H 1.9733 3.7088 4.7331 -0.045
H 1.1583 3.4507 3.2104 0.498
H 3.4464 3.9647 2.6908 0.418
H 3.1415 2.2572 2.2923 0.230
H 4.7772 0.9240 2.9091 0.346
H 5.9301 1.4259 4.1504 0.237
H 5.8456 2.3389 2.6280 0.330
C 2.0959 12.0477 7.9623 -0.804
O 2.3347 10.9619 8.8367 -0.277
C 1.1441 10.3130 9.2597 -0.553
C 1.3404 8.8053 9.3451 -0.296
O 1.4261 8.1476 8.0837 -0.463
C 2.5980 8.3786 7.3049 -0.386
C 3.8646 7.7562 7.8710 -0.392
O 4.3106 8.4615 9.0220 -0.296
C 4.8381 7.6116 10.0186 -0.787
H 1.6752 12.8965 8.5138 0.326
H 3.0496 12.3435 7.5243 0.231
H 1.4206 11.7593 7.1493 0.365
H 0.3092 10.5298 8.5823 0.347
H 0.8955 10.6986 10.2567 0.384
H 0.4493 8.3888 9.8245 0.408
H 2.1820 8.5444 9.9856 0.099
H 2.7294 9.4404 7.1000 0.143
H 2.4008 7.9017 6.3402 0.488
H 4.6639 7.8168 7.1223 0.406
H 3.6797 6.7016 8.0992 0.187
H 4.1511 6.7878 10.2433 0.333
H 4.9652 8.1972 10.9308 0.241
H 5.8122 7.2162 9.7148 0.332

(9)
18
Properties=species:S:1:pos:R:3:mulliken_charge:R:1 method="wB97M-V/def2-TZVPD" smiles="CC(=[N+]=N)[C@@H](N)CS" charge=+1 de_lowest_kcal_mol=94.1 orbital_gap_ev=7.402 homo_energy_ev=-13.1
C 0.2682 -1.1798 1.9718 -1.256
C 0.1687 -0.7195 0.5197 0.527
N 0.0125 -1.5002 -0.4253 0.606
N 0.1163 -1.8439 -1.5785 -0.788
C 0.0208 0.7872 0.1316 0.298
N 1.3422 1.2184 0.3695 -0.442
C -0.3915 0.9551 -1.3541 -1.101
S -2.1065 0.4035 -1.7652 -0.202
H 1.3227 -1.4019 2.1086 0.284
H -0.3828 -1.9088 2.2663 0.466
H -0.1504 -0.3924 2.6140 0.366
H -0.6453 -2.4900 -1.8361 0.316
H -0.6726 1.0779 0.9769 0.336
H 2.1951 0.9579 -0.1540 0.212
H 1.5098 1.7779 1.1283 0.209
H -0.2481 2.0923 -1.3523 0.389
H 0.3426 0.4725 -1.9204 0.579
H -2.7015 1.6939 -1.7008 0.201

(10)
4
Properties=species:S:1:pos:R:3:mulliken_charge:R:1 method="wB97M-V/def2-TZVPD" charge=+1 de_lowest_kcal_mol=5.0 orbital_gap_ev=12.119 homo_energy_ev=-16.1
Cs 1.5654 1.3115 -1.4398 0.998
O -0.5064 -0.0473 0.4834 -0.650
H -1.2981 -0.6054 0.5213 0.325
H 0.2391 -0.6587 0.4352 0.327

So what do the calculations give for DFT total energy? Going down the list: -815.13503 -304.70546 -286.47573 -457.14853 -544.26282 -4221.73051 -6348.16637 -6577.77657 -720.48036 -96.37386 a.u..